DFT (wB97M-V/def2-TZVPD) results for a structure of composition CH4N2OSn.

Atoms and positions in Å:
Sn 0.03 0.69 3.80
C 0.08 0.16 -0.06
O 0.31 0.90 0.94
N 0.90 0.18 -1.09
N -1.07 -0.50 -0.20
H 1.73 0.74 -1.15
H 0.77 -0.48 -1.85
H -1.65 -0.60 0.61
H -1.11 -1.09 -1.02

The gap between HOMO and LUMO is 5.520 eV. The highest occupied orbital energy comes out at -18.01 eV. The charge is +2. Its multiplicity is 1. The electronic energy is -438.8312 Ha.

DFT (wB97M-V/def2-TZVPD) results for the ion C4H8NO3 with charge -1.

Atoms and positions in Å:
C 1.76 -0.23 0.91
C 0.23 -0.16 0.90
O -0.41 0.22 1.95
O -0.33 -1.59 0.34
C -0.52 -0.33 -0.29
C 0.19 -0.08 -1.59
N -2.01 0.03 -0.26
O -2.14 1.40 -0.15
H 2.03 -0.85 0.08
H 1.95 0.86 0.66
H 2.34 -0.63 1.77
H -0.49 0.58 -2.09
H 1.10 0.43 -1.32
H 0.49 -1.00 -2.14
H -2.33 -0.51 0.58
H -1.84 1.85 0.65

The gap between HOMO and LUMO is 7.341 eV. The highest occupied orbital energy comes out at -3.23 eV. The charge is -1. Its multiplicity is 1. The electronic energy is -437.6068 Ha.

DFT (wB97M-V/def2-TZVPD) results for a structure of composition C14H25ErN5S2.

Atoms and positions in Å:
Er -0.39 0.19 0.77
S -0.91 0.10 -2.12
S 2.41 0.44 1.52
C 0.57 -0.12 -3.21
C -0.88 1.92 -2.18
C 0.34 2.56 -1.58
N 0.65 2.22 -0.14
C 2.07 2.70 0.10
C 2.65 2.24 1.40
H -1.81 2.27 -1.75
H -0.89 2.15 -3.25
H 0.26 3.64 -1.67
H 1.20 2.24 -2.17
H 2.08 3.79 0.05
H 2.67 2.31 -0.71
H 2.24 2.71 2.27
H 3.72 2.45 1.39
C 3.71 0.21 0.23
H 0.04 2.77 0.48
H 3.44 0.61 -0.76
H 3.93 -0.86 0.15
H 4.63 0.73 0.56
H 0.79 -1.18 -3.23
H 1.46 0.43 -2.92
H 0.21 0.21 -4.19
C -1.80 1.56 2.29
C -2.16 0.59 3.17
H -2.55 1.98 1.60
H -0.96 2.24 2.50
H -3.18 0.19 3.28
H -1.61 0.29 4.07
N -3.11 -3.16 0.73
C -4.17 -2.24 0.96
C -3.62 -1.02 1.02
N -2.24 -1.15 0.86
C -1.93 -2.46 0.69
C -0.54 -2.81 0.28
N 0.43 -1.91 0.09
C 1.44 -2.58 -0.54
C 1.15 -3.89 -0.72
N -0.12 -4.05 -0.15
H -3.30 -4.11 0.54
H -5.21 -2.53 1.07
H -4.09 -0.08 1.22
H 2.28 -1.98 -0.78
H 1.73 -4.66 -1.19
H -0.61 -4.93 -0.06

The gap between HOMO and LUMO (spin up / spin down) is 8.111 / 8.158 eV. The highest occupied orbital energy (spin up / spin down) comes out at -18.19 / -18.19 eV. The charge is +3. Its multiplicity is 4. The electronic energy is -2632.7417 Ha. Its expectation value of S² is 3.75.

DFT (wB97M-V/def2-TZVPD) results for a cluster of 2 separate species, C2H10N2O in total.

Atoms and positions in Å:
N 1.57 0.70 -0.08
C 0.67 1.57 0.65
N -0.46 2.18 -0.10
H 0.94 0.01 -0.48
H 1.90 1.06 -0.98
H 0.24 0.93 1.42
H 1.25 2.39 1.09
H -1.05 1.41 -0.41
H -1.04 2.60 0.62
C -0.77 -2.23 -0.63
O -0.75 -1.42 0.53
H -0.36 -1.68 -1.48
H -0.11 -3.09 -0.50
H -1.77 -2.55 -0.86
H -0.27 -1.88 1.22

The gap between HOMO and LUMO is 10.185 eV. The highest occupied orbital energy comes out at -9.38 eV. The charge is 0. Its multiplicity is 1. The electronic energy is -266.9107 Ha.

DFT (wB97M-V/def2-TZVPD) results for an isolated molecule of C9H9NS.

Atoms and positions in Å:
C 1.72 -0.38 -0.72
C 0.86 -0.90 0.35
C 0.89 -2.24 1.01
C -0.08 -2.33 1.99
S -1.04 -0.98 2.20
C -0.10 -0.14 0.90
C -0.47 1.36 0.68
C 0.68 2.10 1.00
N 1.65 2.69 1.09
C -1.89 1.86 0.82
C -1.23 1.85 -0.54
H 2.51 -1.11 -1.07
H 1.09 -0.14 -1.69
H 2.26 0.42 -0.47
H 1.63 -3.00 1.04
H -0.47 -3.29 2.34
H -2.08 2.86 1.39
H -2.68 1.17 1.03
H -1.27 0.96 -1.18
H -0.71 2.75 -1.07

The gap between HOMO and LUMO is 9.681 eV. The highest occupied orbital energy comes out at -8.99 eV. The charge is 0. Its multiplicity is 1. The electronic energy is -801.1936 Ha.

DFT (wB97M-V/def2-TZVPD) results for a structure of composition C57H56AuN2OP2.

Atoms and positions in Å:
Au -0.15 0.26 0.21
C -0.10 -6.48 -2.36
C -1.08 -5.49 -3.01
C -2.49 -6.06 -2.86
C -0.76 -5.35 -4.50
C -0.94 -4.13 -2.34
C -2.01 -3.43 -1.79
C -1.77 -2.22 -1.16
N -0.57 -1.67 -1.08
C 0.47 -2.29 -1.64
C 0.31 -3.52 -2.26
C 1.78 -1.61 -1.55
C 2.89 -2.03 -2.27
C 4.12 -1.37 -2.15
C 4.16 -0.30 -1.26
C 3.01 0.07 -0.59
N 1.85 -0.55 -0.73
C 5.31 -1.83 -2.97
C 6.51 -0.90 -2.82
C 4.92 -1.87 -4.46
C 5.71 -3.24 -2.51
H -0.28 -7.47 -2.75
H -0.24 -6.51 -1.28
H 0.93 -6.22 -2.56
H -2.52 -7.06 -3.29
H -3.22 -5.46 -3.39
H -2.78 -6.14 -1.82
H -0.88 -6.31 -4.99
H 0.27 -5.01 -4.66
H -1.43 -4.64 -4.97
H -3.01 -3.81 -1.83
H -2.58 -1.67 -0.71
H 1.17 -4.03 -2.67
H 2.81 -2.85 -2.96
H 5.07 0.25 -1.08
H 3.02 0.91 0.09
H 6.26 0.12 -3.10
H 7.31 -1.23 -3.48
H 6.90 -0.91 -1.81
H 4.52 -0.90 -4.77
H 4.18 -2.63 -4.67
H 5.80 -2.09 -5.06
H 5.98 -3.24 -1.46
H 6.58 -3.57 -3.08
H 4.91 -3.96 -2.67
C -1.88 5.77 4.37
C -2.65 4.59 3.74
C -4.14 4.65 4.14
C -2.04 3.30 4.26
C -2.04 3.00 5.62
C -1.43 1.86 6.10
C -0.75 1.00 5.25
C -0.73 1.27 3.89
P 0.12 0.26 2.62
C -0.02 -1.40 3.33
C -0.99 -2.23 2.77
C -1.21 -3.49 3.28
C -0.45 -3.94 4.35
C 0.51 -3.13 4.92
C 0.74 -1.86 4.41
C 1.86 0.72 2.83
C 2.21 2.07 2.88
C 3.54 2.44 2.93
C 4.53 1.46 2.93
C 4.18 0.12 2.83
C 2.85 -0.25 2.76
C -1.42 2.39 3.40
O -1.45 2.51 2.05
C -2.04 3.60 1.49
C -2.08 3.60 0.09
C -2.55 4.72 -0.58
C -3.00 5.81 0.15
C -3.02 5.77 1.53
C -2.55 4.66 2.23
P -1.46 2.07 -0.72
C -0.75 2.73 -2.25
C 0.64 2.83 -2.28
C 1.27 3.37 -3.38
C 0.53 3.81 -4.46
C -0.85 3.71 -4.43
C -1.50 3.17 -3.34
C -2.99 1.24 -1.23
C -4.03 1.08 -0.31
C -5.15 0.35 -0.66
C -5.24 -0.23 -1.92
C -4.19 -0.11 -2.81
C -3.06 0.60 -2.47
H -1.91 5.72 5.45
H -2.31 6.72 4.07
H -0.84 5.75 4.05
H -4.25 4.66 5.22
H -4.67 3.80 3.74
H -4.59 5.56 3.75
H -2.54 3.66 6.30
H -1.45 1.64 7.16
H -0.26 0.13 5.64
H -1.57 -1.85 1.94
H -1.96 -4.12 2.84
H -0.62 -4.93 4.75
H 1.09 -3.47 5.76
H 1.50 -1.23 4.84
H 1.44 2.83 2.87
H 3.82 3.48 2.98
H 5.57 1.74 2.98
H 4.95 -0.63 2.80
H 2.58 -1.29 2.65
H -2.56 4.75 -1.65
H -3.35 6.69 -0.37
H -3.39 6.61 2.08
H 1.21 2.49 -1.42
H 2.35 3.45 -3.39
H 1.02 4.23 -5.32
H -1.44 4.07 -5.27
H -2.58 3.08 -3.32
H -3.95 1.52 0.67
H -5.96 0.23 0.05
H -6.12 -0.78 -2.20
H -4.25 -0.58 -3.78
H -2.22 0.67 -3.15

The gap between HOMO and LUMO is 7.580 eV. The highest occupied orbital energy comes out at -9.79 eV. The charge is +1. Its multiplicity is 1. The electronic energy is -3208.7355 Ha.

DFT (wB97M-V/def2-TZVPD) results for a cluster of 9 separate species, C37H50FN9O3P in total.

Atoms and positions in Å:
O 2.57 2.64 0.40
P 2.50 3.43 -0.83
O 1.93 2.58 -2.06
O 3.95 3.93 -1.26
C 1.49 4.92 -0.66
C 0.07 4.63 -0.09
C -1.09 4.83 -1.07
C -1.56 3.40 -1.44
F -1.33 3.03 -2.73
C -0.88 2.52 -0.43
N -0.10 3.21 0.30
H 2.19 2.99 -2.90
H 3.89 4.67 -1.88
H 1.37 5.37 -1.65
H 2.01 5.64 -0.04
H -0.05 5.23 0.81
H -0.82 5.30 -2.01
H -1.89 5.41 -0.63
H -2.63 3.34 -1.20
H -1.04 1.46 -0.28
H 0.44 2.83 1.07
N 0.18 1.37 3.21
C 0.57 0.63 2.12
C 0.00 -0.61 2.22
C -0.78 -0.61 3.41
C -0.65 0.62 3.99
H 0.45 2.31 3.41
H 1.23 1.05 1.37
H 0.12 -1.42 1.52
H -1.37 -1.43 3.80
H -1.07 1.02 4.90
N 3.95 0.64 -4.00
C 4.44 0.23 -5.21
C 5.67 0.82 -5.38
C 5.93 1.61 -4.22
C 4.85 1.48 -3.39
H 3.06 0.37 -3.61
H 3.89 -0.44 -5.84
H 6.32 0.69 -6.23
H 6.81 2.19 -4.02
H 4.66 1.90 -2.42
N -3.43 -2.61 2.18
C -3.65 -3.92 1.88
C -4.96 -4.20 2.17
C -5.56 -3.01 2.65
C -4.59 -2.04 2.65
H -2.56 -2.13 2.08
H -2.86 -4.54 1.50
H -5.44 -5.16 2.04
H -6.58 -2.88 2.96
H -4.62 -1.00 2.93
N 6.76 2.86 2.09
C 8.01 3.41 1.98
C 8.01 4.24 0.90
C 6.71 4.19 0.33
C 5.96 3.33 1.09
H 6.48 2.21 2.80
H 8.79 3.16 2.68
H 8.85 4.82 0.55
H 6.37 4.73 -0.54
H 4.93 3.01 1.01
N -5.03 -7.89 1.04
C -4.43 -8.33 2.19
C -5.28 -9.23 2.78
C -6.43 -9.34 1.95
C -6.25 -8.50 0.89
H -4.63 -7.22 0.41
H -3.46 -7.98 2.49
H -5.10 -9.76 3.70
H -7.30 -9.96 2.12
H -6.87 -8.28 0.04
N -5.31 1.45 4.40
C -4.26 2.00 3.72
C -4.68 3.19 3.18
C -6.04 3.36 3.56
C -6.40 2.28 4.31
H -5.28 0.58 4.89
H -3.30 1.50 3.67
H -4.09 3.86 2.58
H -6.68 4.19 3.30
H -7.32 2.02 4.78
N -6.18 -0.94 -1.39
C -7.02 -1.08 -2.47
C -7.57 -2.33 -2.41
C -7.04 -2.97 -1.25
C -6.19 -2.09 -0.64
H -5.64 -0.12 -1.18
H -7.15 -0.28 -3.18
H -8.27 -2.74 -3.11
H -7.27 -3.96 -0.90
H -5.60 -2.18 0.25
N 7.93 -1.43 -4.26
C 8.83 -1.22 -3.25
C 10.03 -1.75 -3.63
C 9.85 -2.31 -4.93
C 8.55 -2.09 -5.29
H 6.97 -1.14 -4.25
H 8.54 -0.71 -2.35
H 10.93 -1.75 -3.05
H 10.59 -2.80 -5.53
H 8.01 -2.35 -6.18

The gap between HOMO and LUMO is 4.472 eV. The highest occupied orbital energy comes out at -9.33 eV. The charge is +1. Its multiplicity is 1. The electronic energy is -2599.3986 Ha.

DFT (wB97M-V/def2-TZVPD) results for a structure of composition HIO4S.

Atoms and positions in Å:
O -2.62 -1.88 1.41
O -3.09 -1.94 -1.07
O -0.12 -0.01 -0.59
O -0.20 -1.32 -0.62
S -2.38 -1.49 0.08
I -2.66 0.91 -0.04
H 0.80 -0.05 -0.24

The gap between HOMO and LUMO (spin up / spin down) is 7.712 / 7.645 eV. The highest occupied orbital energy (spin up / spin down) comes out at -10.12 / -9.52 eV. The charge is 0. Its multiplicity is 1. The electronic energy is -997.2315 Ha.

DFT (wB97M-V/def2-TZVPD) results for a structure of composition C44H67BN9ORbS.

Atoms and positions in Å:
Rb 0.20 -0.11 -0.02
C -1.05 1.48 -5.62
C -0.10 1.25 -4.49
C 1.27 1.36 -4.58
C 1.74 1.04 -3.30
N 0.71 0.77 -2.50
N -0.41 0.89 -3.22
B -1.87 0.68 -2.74
N -2.31 1.75 -1.69
N -1.85 1.92 -0.44
C -2.43 3.01 0.06
C -3.30 3.55 -0.90
C -3.19 2.73 -2.00
C -3.89 2.97 -3.30
C -2.16 3.64 1.40
C -1.01 2.94 2.11
C -3.40 3.60 2.30
C -1.77 5.11 1.18
N -2.20 -0.79 -2.35
N -1.59 -1.55 -1.42
C -2.11 -2.77 -1.50
C -3.09 -2.80 -2.50
C -3.12 -1.53 -3.02
C -3.99 -1.08 -4.14
C -1.65 -3.98 -0.72
C -2.86 -4.67 -0.07
C -1.00 -4.94 -1.72
C -0.64 -3.64 0.38
C 3.19 1.01 -2.89
C 3.80 2.40 -3.12
C 3.39 0.61 -1.43
C 3.92 -0.01 -3.78
H -0.47 1.76 -6.50
H -1.75 2.28 -5.41
H -1.62 0.58 -5.85
H 1.83 1.63 -5.45
H -2.54 0.89 -3.69
H -3.91 4.43 -0.82
H -4.71 3.67 -3.12
H -4.30 2.06 -3.74
H -3.21 3.44 -4.01
H -1.28 1.90 2.27
H -0.82 3.42 3.07
H -0.11 2.99 1.50
H -3.63 2.58 2.59
H -4.26 4.03 1.79
H -3.22 4.18 3.21
H -0.90 5.18 0.54
H -1.55 5.58 2.13
H -2.59 5.66 0.71
H -3.70 -3.63 -2.82
H -4.66 -1.90 -4.40
H -3.40 -0.83 -5.02
H -4.59 -0.21 -3.88
H -3.60 -4.94 -0.82
H -3.34 -4.01 0.64
H -2.55 -5.57 0.45
H -1.71 -5.23 -2.49
H -0.65 -5.85 -1.21
H -0.15 -4.47 -2.20
H -1.05 -2.90 1.07
H 0.27 -3.24 -0.06
H -0.39 -4.54 0.94
H 3.29 3.14 -2.51
H 3.71 2.70 -4.16
H 4.86 2.39 -2.86
H 2.90 1.34 -0.77
H 4.45 0.59 -1.19
H 2.97 -0.37 -1.25
H 3.83 0.25 -4.83
H 3.49 -1.00 -3.64
H 4.98 -0.06 -3.52
C -5.99 0.30 -1.34
C -6.65 1.12 -0.23
C -5.86 1.04 1.07
N -5.67 -0.33 1.47
C -4.57 -0.83 2.04
S -3.28 0.06 2.53
N -4.55 -2.20 2.24
C -5.59 -3.03 2.64
O -5.51 -4.23 2.45
C -6.70 -2.40 3.39
C -7.95 -3.01 3.36
C -9.00 -2.50 4.10
C -8.81 -1.39 4.90
C -7.55 -0.80 4.98
C -6.50 -1.30 4.24
H -6.53 0.43 -2.27
H -5.99 -0.76 -1.10
H -4.96 0.62 -1.49
H -7.67 0.76 -0.06
H -6.73 2.16 -0.54
H -6.38 1.58 1.86
H -4.87 1.50 0.92
H -6.39 -0.98 1.20
H -3.66 -2.66 2.05
H -8.07 -3.89 2.74
H -9.96 -2.98 4.06
H -9.63 -0.98 5.46
H -7.39 0.04 5.64
H -5.52 -0.86 4.33
C -0.07 -0.92 4.17
N 0.66 0.23 4.74
C -0.28 1.13 5.42
C 1.47 0.95 3.70
C 2.58 0.07 3.18
C 3.83 0.15 3.79
C 4.87 -0.64 3.33
C 4.63 -1.49 2.27
C 3.37 -1.57 1.70
C 2.26 -0.80 2.12
H -0.39 -1.60 4.96
H 0.59 -1.43 3.46
H -0.95 -0.56 3.64
H 1.35 -0.14 5.41
H -1.04 1.45 4.70
H 0.23 2.01 5.80
H -0.77 0.62 6.25
H 1.86 1.85 4.16
H 0.79 1.21 2.89
H 3.99 0.84 4.61
H 5.85 -0.58 3.78
H 5.43 -2.11 1.89
H 3.23 -2.27 0.88

The gap between HOMO and LUMO is 6.593 eV. The highest occupied orbital energy comes out at -6.68 eV. The charge is 0. Its multiplicity is 1. The electronic energy is -2732.0613 Ha.

DFT (wB97M-V/def2-TZVPD) results for a cluster of 14 separate species, H28O14 in total.

Atoms and positions in Å:
O -1.38 1.64 -3.98
H -1.98 0.97 -4.28
H -1.74 2.51 -4.15
O 3.52 3.92 0.05
H 2.84 3.37 0.46
H 2.91 4.55 -0.36
O -3.76 -0.92 -2.68
H -3.86 -1.87 -2.76
H -3.54 -0.65 -1.80
O 3.22 -2.71 1.22
H 2.71 -3.05 0.50
H 3.57 -1.83 1.02
O 1.89 -1.49 -1.98
H 1.99 -1.54 -2.93
H 2.55 -2.26 -1.82
O -0.34 1.44 -1.62
H -0.95 1.90 -1.00
H -0.71 1.70 -2.50
O -0.54 1.34 1.12
H -0.13 0.52 0.83
H -1.00 0.91 1.85
O -0.87 -0.60 -3.06
H -1.52 -0.38 -2.38
H -0.53 -0.03 -3.73
O -1.34 2.64 4.12
H -1.81 3.45 3.90
H -0.48 2.58 3.67
O -3.46 -0.40 1.00
H -2.70 -1.01 1.03
H -3.09 0.49 1.05
O -0.03 -2.77 -0.82
H 0.25 -2.06 -1.42
H -0.09 -3.60 -1.31
O -0.89 -1.18 1.61
H -0.96 -1.20 2.58
H -0.52 -1.94 1.19
O 0.15 -3.40 3.12
H 0.59 -2.79 3.71
H 0.49 -3.28 2.24
O 3.81 2.36 2.26
H 4.50 2.55 1.62
H 3.47 3.25 2.44

The gap between HOMO and LUMO is 10.092 eV. The highest occupied orbital energy comes out at -10.03 eV. The charge is 0. Its multiplicity is 1. The electronic energy is -1070.0728 Ha.